This record from OMol25 describes 2 unconnected molecules or ions with the total composition C14H16N6O5 in a non-equilibrium geometry. The level of theory is ωB97M-V/def2-TZVPD.

The HOMO energy is -8.558 eV. For the energy above the lowest of the compared OMol25 structures with the same formula, charge and spin, the calculation gives 984.27 kJ/mol. Its total energy is -33944.568 eV. Its LUMO energy is -2.337 eV. The value obtained for the gap between HOMO and LUMO is 6.22 eV.

Last column: natural (NBO) charge in e.
CARTESIAN COORDINATES (ANGSTROEM)
1 C 1.0115 0.9543 2.6841  -0.620
2 C 2.0821 0.0052 2.1930  0.128
3 C 3.4223 0.3164 2.8358  -0.612
4 C 1.6378 -1.4028 2.5508  -0.608
5 N 2.1825 0.1792 0.7422  -0.409
6 C 1.1941 0.7151 0.0021  0.094
7 N 1.7940 1.1520 -1.1307  -0.406
8 C 1.2354 2.0928 -2.0758  -0.396
9 C 3.0999 0.6452 -1.1978  -0.092
10 C 3.3137 -0.0248 -0.0396  -0.091
11 H 0.0935 0.8220 2.1097  0.262
12 H 0.8072 0.7384 3.7365  0.205
13 H 1.3379 1.9928 2.5970  0.211
14 H 4.2135 -0.3686 2.5064  0.206
15 H 3.7186 1.3530 2.6324  0.220
16 H 3.3099 0.2076 3.9218  0.222
17 H 2.3432 -2.1647 2.2068  0.209
18 H 1.5823 -1.4504 3.6463  0.213
19 H 0.6403 -1.6045 2.1438  0.217
20 H 0.4220 2.6354 -1.5830  0.228
21 H 2.0111 2.8025 -2.3865  0.210
22 H 0.8505 1.5929 -2.9750  0.198
23 H 3.7500 0.8295 -2.0326  0.220
24 H 4.1816 -0.5540 0.3068  0.226
25 O -4.9518 -1.5271 -4.1589  -0.337
26 N -4.8500 -0.6442 -3.2874  0.497
27 O -5.6164 0.3397 -3.2037  -0.374
28 C -3.7817 -0.7073 -2.3210  0.013
29 C -3.5653 0.3586 -1.4568  -0.126
30 C -2.4491 0.3296 -0.5784  0.021
31 N -2.5119 1.1665 0.6072  0.500
32 O -3.1963 2.2045 0.6022  -0.356
33 O -1.8969 0.7698 1.6305  -0.358
34 C -1.4236 -0.6240 -0.6795  -0.095
35 C -1.7042 -1.7944 -1.4132  0.027
36 N -1.1900 -3.0533 -1.2481  -0.027
37 O -2.2076 -3.8818 -1.8143  -0.115
38 N -3.2273 -3.1580 -2.3862  -0.018
39 C -2.9015 -1.8686 -2.1831  0.119
40 H -4.2551 1.1991 -1.4092  0.292
41 H -0.5057 -0.5739 -0.0949  0.302